[1]
Density functional theory data (wB97M-V/def2-TZVPD) for a gas-phase ion, C4H9NO (charge -1) at a distorted geometry.

As for the spin multiplicity: 2. The HOMO energy (alpha / beta) comes out at 1.6298 / -6.1249 eV. The HOMO-LUMO gap (alpha / beta) is 2.0 / 10.1 eV. The calculated total energy is -287.70028 hartree. Its expectation value of S² is 0.750. As for the charge: -1. Its largest force on an atom is 5.15 eV/Å.

Last column: Löwdin charge in e.
Cartesian coordinates (Å):
C  1.8540  0.4696  1.0238  -0.143
C  1.1126  1.2756  -0.1073  -0.528
N  0.1687  0.4390  -0.7611  -0.022
C  -0.5096  -0.6841  -0.0073  -0.276
C  -1.9295  -0.8079  -0.7529  -0.312
O  1.2909  2.4805  -0.2378  -0.045
H  2.0299  -0.6190  0.5448  0.058
H  1.0132  0.1574  1.7332  0.025
H  2.7273  0.8357  1.4808  0.021
H  -0.4094  1.0589  -1.4225  0.098
H  0.2119  -1.5307  -0.0647  0.045
H  -0.6206  -0.3181  1.0997  0.089
H  -2.3637  -1.7674  -0.1400  0.061
H  -2.6850  0.0227  -0.5988  -0.021
H  -1.8906  -1.0123  -1.7900  -0.049

[2]
Density functional theory data (wB97M-V/def2-TZVPD) for 12 unconnected molecules or ions with the total composition C33H97N17O12 at a distorted geometry.

As for the spin multiplicity: 1. Its structure (SMILES) is COC[C@H](C)N.COC[C@H](C)N.COC[C@H](C)N.COC[C@H](C)N.COC[C@H](C)N.COC[C@H](C)N.COC[C@H](C)N.NC(N)=O.NC(N)=O.NC(N)=O.NC(N)=O.NC(N)=O. The HOMO energy comes out at -8.4948 eV. The HOMO-LUMO gap is 8.9 eV. The calculated total energy is -3149.31800 hartree. Its largest force on an atom is 2.48 eV/Å.

Last column: Löwdin charge in e.
Cartesian coordinates (Å):
C  -23.9440  -17.5582  -12.8882  -0.060
C  -22.7696  -18.2369  -12.2035  -0.399
C  -22.5707  -19.7039  -12.6638  -0.181
O  -22.8158  -19.7205  -14.0560  -0.206
C  -22.5724  -20.9203  -14.7597  -0.093
N  -21.5167  -17.4708  -12.4476  0.030
H  -23.6948  -17.3573  -13.9322  0.077
H  -24.2031  -16.5917  -12.4533  0.078
H  -24.8290  -18.1974  -12.8982  0.084
H  -22.9584  -18.3119  -11.1284  0.123
H  -23.2014  -20.3914  -12.0944  0.109
H  -21.5252  -19.9796  -12.5175  0.097
H  -23.3186  -21.6947  -14.5554  0.085
H  -21.5490  -21.2612  -14.5930  0.090
H  -22.7447  -20.6726  -15.8071  0.087
H  -21.6873  -16.4853  -12.2587  0.080
H  -21.4942  -17.4963  -13.4676  0.089
C  -20.7099  -22.5852  -10.1169  -0.071
C  -21.8658  -23.5178  -10.3992  -0.432
C  -21.4995  -24.7787  -11.1720  -0.237
O  -20.5471  -25.4935  -10.4542  -0.182
C  -20.2524  -26.7748  -10.9926  -0.094
N  -22.5397  -23.8492  -9.1416  0.050
H  -20.2970  -22.3190  -11.0917  0.080
H  -19.9424  -23.0578  -9.4985  0.085
H  -20.9947  -21.6631  -9.6105  0.050
H  -22.5884  -22.9007  -10.9465  0.126
H  -21.1523  -24.6350  -12.2087  0.127
H  -22.4380  -25.3225  -11.3732  0.123
H  -19.4501  -27.1604  -10.3692  0.088
H  -19.8899  -26.7003  -12.0222  0.086
H  -21.1047  -27.4575  -11.0100  0.087
H  -23.3078  -24.4941  -9.2730  0.077
H  -21.7934  -24.2688  -8.5950  0.070
C  -16.8426  -18.2140  -8.0859  -0.052
C  -15.4284  -17.9541  -7.5743  -0.438
C  -14.5396  -17.5189  -8.7270  -0.227
O  -14.3758  -18.5085  -9.7157  -0.168
C  -13.6809  -19.6478  -9.2375  -0.115
N  -15.3693  -16.9036  -6.5842  0.053
H  -16.9191  -19.1903  -8.5691  0.053
H  -17.2039  -17.4441  -8.7681  0.085
H  -17.5185  -18.3052  -7.2311  0.061
H  -15.0594  -18.9125  -7.1999  0.126
H  -13.5579  -17.2517  -8.3119  0.123
H  -14.9581  -16.6069  -9.1572  0.129
H  -12.9526  -19.3697  -8.4645  0.088
H  -13.0794  -20.1253  -10.0069  0.087
H  -14.3338  -20.3499  -8.7152  0.081
H  -16.0282  -16.8420  -5.8125  0.042
H  -15.2891  -16.0017  -7.0345  0.083
C  -25.8512  -21.9701  -9.9466  -0.051
C  -25.1054  -20.6857  -9.6038  -0.414
C  -25.9349  -19.5357  -9.0365  -0.208
O  -27.0015  -19.3030  -9.9588  -0.204
C  -27.8788  -18.2872  -9.4889  -0.101
N  -24.1733  -21.0538  -8.4936  0.062
H  -25.1272  -22.7607  -10.1334  0.057
H  -26.4634  -21.7885  -10.8326  0.075
H  -26.5281  -22.2200  -9.1295  0.084
H  -24.5533  -20.3159  -10.4741  0.106
H  -25.3499  -18.6288  -8.8712  0.110
H  -26.3943  -19.9134  -8.1161  0.127
H  -28.5375  -17.9883  -10.3000  0.085
H  -27.3079  -17.4215  -9.1399  0.083
H  -28.4177  -18.7280  -8.6442  0.087
H  -23.4183  -21.6682  -8.7838  0.027
H  -23.7694  -20.1450  -8.2794  0.029
C  -13.2970  -15.6837  -1.7665  -0.072
C  -14.0663  -16.3646  -2.9115  -0.407
C  -15.5313  -15.9542  -2.8811  -0.193
O  -16.2658  -16.5187  -3.9692  -0.222
C  -17.5732  -16.0197  -4.0545  -0.120
N  -13.5211  -15.8338  -4.1998  0.034
H  -13.6030  -14.6602  -1.5531  0.076
H  -12.2410  -15.6469  -2.0412  0.070
H  -13.2907  -16.2527  -0.8339  0.071
H  -13.9206  -17.4456  -2.8534  0.136
H  -15.7364  -14.8846  -2.8001  0.127
H  -15.9463  -16.3599  -1.9479  0.130
H  -18.0260  -16.1801  -5.0342  0.079
H  -17.6349  -14.9337  -3.9158  0.096
H  -18.2419  -16.4332  -3.2917  0.082
H  -14.1182  -16.4035  -4.8036  0.022
H  -12.5735  -16.0903  -4.4486  0.066
C  -20.5449  -23.0404  -5.2691  -0.069
C  -21.0387  -21.6429  -5.5687  -0.412
C  -20.6097  -20.6162  -4.4952  -0.167
O  -20.7792  -19.2899  -4.9999  -0.274
C  -20.2861  -18.3451  -4.0642  -0.109
N  -20.4979  -21.3470  -6.8975  0.051
H  -19.4580  -23.0878  -5.1800  0.080
H  -20.8089  -23.7549  -6.0478  0.069
H  -20.9215  -23.4244  -4.3148  0.078
H  -22.1155  -21.5493  -5.7614  0.137
H  -19.5658  -20.8241  -4.2359  0.130
H  -21.1676  -20.7239  -3.5602  0.128
H  -19.1937  -18.3334  -4.0831  0.084
H  -20.7524  -18.4444  -3.0831  0.101
H  -20.5073  -17.3255  -4.3958  0.079
H  -20.6707  -20.4215  -7.2818  0.023
H  -20.9322  -21.9320  -7.6002  0.029
C  -24.2061  -17.8472  -6.4902  -0.039
C  -23.8080  -17.6199  -5.0315  -0.411
C  -24.8702  -16.9313  -4.1896  -0.193
O  -25.3263  -15.6104  -4.5226  -0.232
C  -26.5501  -15.3598  -3.8438  -0.102
N  -23.5867  -18.9449  -4.4255  0.056
H  -23.5019  -18.5041  -6.9996  0.057
H  -24.0916  -16.8332  -6.8864  0.083
H  -25.1920  -18.2912  -6.6026  0.075
H  -22.8646  -17.0645  -4.9911  0.116
H  -24.5840  -16.8487  -3.1294  0.125
H  -25.7872  -17.5301  -4.1447  0.122
H  -26.9522  -14.3737  -4.0638  0.090
H  -26.1805  -15.2827  -2.8093  0.089
H  -27.3521  -16.0987  -3.8189  0.091
H  -22.6699  -19.2949  -4.7217  0.041
H  -23.6824  -19.0047  -3.4208  0.068
C  -18.3042  -19.9263  -11.6188  -0.668
O  -17.8553  -19.5968  -12.7153  0.008
N  -17.5753  -20.5535  -10.6515  0.153
N  -19.5164  -19.5258  -11.1404  0.159
H  -16.6012  -20.7443  -10.7904  0.100
H  -18.0943  -20.9282  -9.8779  0.086
H  -19.6848  -19.4275  -10.1542  0.054
H  -20.1175  -18.9674  -11.7337  0.048
C  -23.8160  -11.9834  -9.2420  -0.674
O  -23.8959  -13.1848  -8.9691  -0.001
N  -24.9124  -11.2490  -9.5856  0.141
N  -22.6472  -11.3337  -9.4328  0.163
H  -24.8515  -10.2553  -9.6835  0.087
H  -25.7926  -11.7294  -9.6222  0.101
H  -21.7850  -11.8393  -9.2622  0.056
H  -22.6457  -10.3414  -9.5645  0.093
C  -20.7283  -17.9530  -8.4257  -0.648
O  -21.1801  -19.0752  -8.6802  -0.023
N  -20.5774  -16.9992  -9.3928  0.188
N  -20.3107  -17.5405  -7.2069  0.196
H  -20.4334  -16.0609  -9.0682  0.093
H  -20.7757  -17.1883  -10.3606  0.055
H  -20.4774  -18.2098  -6.4577  0.064
H  -20.0345  -16.5929  -7.0471  0.098
C  -19.3409  -12.2825  -8.1299  -0.641
O  -20.4364  -12.7904  -8.4201  -0.038
N  -18.9802  -12.0425  -6.8522  0.180
N  -18.4244  -12.0348  -9.0919  0.165
H  -18.3285  -11.3281  -6.5804  0.105
H  -19.6646  -12.3154  -6.1500  0.061
H  -18.6873  -12.0966  -10.0584  0.109
H  -17.4784  -11.8008  -8.8556  0.100
C  -22.0270  -13.5101  -5.2009  -0.657
O  -21.0237  -12.8577  -4.8974  -0.019
N  -22.3506  -13.8230  -6.4897  0.177
N  -23.0026  -13.8366  -4.3282  0.168
H  -21.8459  -13.5402  -7.3112  0.044
H  -23.2863  -14.1707  -6.6103  0.083
H  -23.8676  -14.3301  -4.5070  0.067
H  -22.8434  -13.5671  -3.3722  0.105

[3]
Density functional theory data (wB97M-V/def2-TZVPD) for C18H34O2 in the gas phase.

As for the spin multiplicity: 1. Its structure (SMILES) is CCCCCCCC/C=C\CCCCCCCC(=O)O. The HOMO energy comes out at -9.0863 eV. The HOMO-LUMO gap is 9.9 eV. The calculated total energy is -856.75182 hartree. Its largest force on an atom is 0.68 eV/Å.

Last column: Löwdin charge in e.
Cartesian coordinates (Å):
C  4.7746  -4.6501  -5.9522  -0.117
C  4.8134  -3.1271  -5.9003  -0.274
C  4.6762  -2.5686  -4.4834  -0.235
C  3.2970  -2.8014  -3.8705  -0.229
C  3.1679  -2.1465  -2.4972  -0.227
C  1.7948  -2.3862  -1.8747  -0.227
C  1.6699  -1.7338  -0.5006  -0.214
C  0.3197  -2.0273  0.1676  -0.210
C  -0.8291  -1.4631  -0.6148  -0.127
C  -1.3175  -0.2361  -0.5127  -0.123
C  -0.8602  0.8402  0.4209  -0.212
H  0.0225  0.5255  0.9770  0.101
H  -0.5894  1.7242  -0.1642  0.119
C  -1.9734  1.2200  1.4024  -0.215
C  -1.5454  2.3387  2.3482  -0.220
C  -2.6539  2.7046  3.3327  -0.218
C  -2.2347  3.8367  4.2667  -0.208
C  -3.2624  4.1408  5.3560  -0.201
C  -4.5734  4.7159  4.8112  -0.099
C  -5.4717  3.6967  4.1600  -0.564
O  -6.0534  3.8488  3.1184  0.098
O  -5.6127  2.5865  4.8975  0.102
H  -6.2124  1.9667  4.4542  0.135
H  -4.3801  5.5104  4.0894  0.128
H  -5.1470  5.1379  5.6409  0.128
H  -2.8318  4.8715  6.0440  0.110
H  -3.4792  3.2337  5.9217  0.110
H  -2.0516  4.7400  3.6799  0.117
H  -1.2938  3.5629  4.7509  0.113
H  -3.5393  3.0019  2.7687  0.108
H  -2.9128  1.8245  3.9266  0.122
H  -1.2752  3.2220  1.7644  0.118
H  -0.6572  2.0250  2.9028  0.116
H  -2.2499  0.3372  1.9841  0.120
H  -2.8567  1.5373  0.8433  0.118
H  -2.1529  0.0483  -1.1410  0.104
H  -1.2667  -2.1360  -1.3407  0.101
H  0.1968  -3.1090  0.2547  0.109
H  0.3292  -1.6107  1.1764  0.102
H  1.7904  -0.6531  -0.6028  0.113
H  2.4717  -2.1012  0.1453  0.112
H  1.0246  -1.9837  -2.5357  0.112
H  1.6250  -3.4618  -1.7805  0.118
H  3.9402  -2.5451  -1.8344  0.116
H  3.3380  -1.0710  -2.5909  0.116
H  3.1138  -3.8724  -3.7694  0.107
H  2.5330  -2.3939  -4.5371  0.119
H  5.4371  -3.0218  -3.8433  0.112
H  4.8685  -1.4930  -4.5116  0.109
H  4.0140  -2.7225  -6.5254  0.104
H  5.7636  -2.7855  -6.3182  0.101
H  5.5402  -5.0719  -5.3043  0.072
H  4.9550  -4.9979  -6.9669  0.066
H  3.8067  -5.0275  -5.6331  0.062